{
  "formula": "C17H29N5O7",
  "method": "ωB97M-V with the def2-TZVPD basis set",
  "e_lumo_ev": 0.4,
  "mol_weight_g_mol": 415.45,
  "homo_energy_ha": -0.3025,
  "multiplicity": 1,
  "de_lowest_kj_mol": 59.81,
  "energy_ev": -39882.512,
  "gap_ev": 8.6,
  "smiles": "COCCOCC(=O)NC[C@@]1(OC)CCN(C(=O)CCCn2c(O)nnc2O)C1",
  "symbols": ["C", "O", "C", "C", "O", "C", "C", "O", "N", "C", "C", "O", "C", "C", "C", "N", "C", "O", "C", "C", "C", "N", "C", "O", "N", "N", "C", "O", "C", "H", "H", "H", "H", "H", "H", "H", "H", "H", "H", "H", "H", "H", "H", "H", "H", "H", "H", "H", "H", "H", "H", "H", "H", "H", "H", "H", "H", "H"],
  "xyz": [[7.99998, 0.56122, 0.33517], [6.68833, 0.03030, 0.44909], [6.27695, -0.08812, 1.80513], [4.78251, -0.26717, 1.86671], [4.45592, -1.42985, 1.11412], [3.18350, -1.98585, 1.24682], [1.97267, -1.05772, 1.34840], [2.01930, 0.15577, 1.40809], [0.80364, -1.75421, 1.39370], [-0.49271, -1.11877, 1.46151], [-1.23478, -1.15876, 0.11914], [-1.16095, -2.45166, -0.46218], [-1.87970, -3.46022, 0.21941], [-2.66247, -0.62328, 0.27139], [-2.49193, 0.89079, 0.23681], [-1.29017, 1.07745, -0.57277], [-0.91555, 2.33413, -0.92002], [-1.57225, 3.30077, -0.56495], [0.35492, 2.50275, -1.72406], [1.52299, 2.82485, -0.79107], [2.75761, 3.24423, -1.57718], [3.90429, 3.44350, -0.71024], [4.87151, 2.53370, -0.38203], [4.90994, 1.36618, -1.01267], [5.65554, 2.97233, 0.55212], [5.19001, 4.25404, 0.89034], [4.17065, 4.47742, 0.13692], [3.39909, 5.57523, 0.10443], [-0.60875, -0.17476, -0.87432], [8.24961, 0.58258, -0.72349], [8.03384, 1.57542, 0.73985], [8.71535, -0.07877, 0.85987], [6.79604, -0.94010, 2.25837], [6.53288, 0.82714, 2.34889], [4.48663, -0.38330, 2.91698], [4.27728, 0.60938, 1.47132], [3.03829, -2.63479, 0.37994], [3.14165, -2.62705, 2.14182], [0.82727, -2.73343, 1.16116], [-1.09247, -1.59936, 2.23812], [-0.33564, -0.08208, 1.75915], [-1.74219, -4.37810, -0.34730], [-1.51085, -3.62012, 1.23909], [-2.94836, -3.23536, 0.26985], [-3.24551, -0.96298, -0.58749], [-3.15725, -0.96351, 1.18109], [-3.33918, 1.40890, -0.21019], [-2.34616, 1.31857, 1.23220], [0.57894, 1.62156, -2.32871], [0.17598, 3.34156, -2.39839], [1.23059, 3.63678, -0.12178], [1.76795, 1.96040, -0.16911], [3.03980, 2.47793, -2.29927], [2.57320, 4.17178, -2.12091], [5.57439, 0.79837, -0.54136], [3.74940, 6.18208, 0.76929], [0.46927, -0.09093, -0.73506], [-0.81192, -0.52472, -1.89052]],
  "atomic_forces_ev_per_a": [[0.001, 0.001, 0.002], [-0.003, 0.005, 0.000], [0.001, 0.003, -0.001], [0.073, -0.128, 0.163], [-0.123, 0.194, -0.373], [0.067, -0.063, 0.408], [-0.021, -0.004, -0.201], [0.001, 0.002, -0.002], [-0.002, 0.005, -0.024], [0.002, -0.001, 0.014], [-0.005, -0.004, -0.010], [0.000, 0.000, 0.003], [0.001, 0.002, -0.001], [0.005, -0.004, 0.007], [-0.005, 0.006, -0.003], [0.008, -0.001, -0.002], [-0.010, -0.005, -0.003], [0.002, 0.003, 0.002], [-0.004, -0.002, 0.004], [0.008, -0.001, 0.002], [-0.006, -0.002, 0.004], [0.011, 0.000, -0.002], [-0.011, 0.008, 0.003], [0.005, -0.011, 0.007], [0.006, 0.001, -0.003], [-0.003, -0.002, 0.002], [-0.001, 0.002, 0.001], [-0.002, 0.000, -0.003], [0.005, 0.008, 0.006], [-0.001, -0.002, 0.000], [-0.002, 0.000, 0.001], [0.000, -0.002, -0.001], [-0.002, -0.002, -0.002], [-0.001, 0.002, -0.001], [0.002, 0.001, 0.001], [0.001, 0.001, -0.002], [0.002, 0.000, 0.001], [0.000, 0.002, 0.002], [0.002, 0.000, 0.006], [0.000, -0.001, -0.001], [0.000, -0.001, 0.003], [0.000, 0.000, 0.000], [0.000, 0.000, 0.000], [0.000, -0.001, 0.000], [0.002, -0.001, -0.002], [-0.003, 0.001, -0.001], [0.001, 0.000, 0.000], [0.001, -0.002, 0.001], [0.004, 0.001, -0.002], [-0.002, -0.001, 0.000], [-0.002, 0.001, -0.002], [-0.002, -0.002, -0.001], [0.000, 0.001, -0.001], [0.002, 0.001, 0.000], [0.001, -0.008, 0.004], [0.001, -0.001, 0.002], [-0.001, -0.001, -0.001], [-0.003, 0.001, 0.000]]
}